[1]
67
Properties=species:S:1:pos:R:3 method="wB97M-V/def2-TZVPD" total_charge=+2 homo_lumo_gap_ev="6.7 / 4.2" energy_ha=-2263.36381 homo_energy_ev="-13.19 / -14.01" spin_multiplicity=5
H 0.95097 2.83691 -2.31298
H 0.32263 -5.54535 4.32367
C 3.75329 -1.08795 3.41453
H -2.23790 -4.40988 1.09381
C 0.75744 -3.12890 2.01182
C -4.79276 3.54724 -1.34875
C 2.42635 -3.54961 -2.27397
C 1.01831 -3.91805 3.13034
H 4.15000 -3.63483 1.24635
C -4.72433 4.97380 -1.88237
O 2.44033 0.76649 2.88549
N -3.43715 3.02629 -1.14229
H -4.27988 5.61697 -1.11959
F 0.80234 4.54689 -4.24378
H 5.16457 -0.44768 4.89999
C -0.02565 3.26049 -2.48265
H 1.64991 -4.24072 -0.39680
O -3.25368 -0.03366 1.37902
C 5.86373 -2.12308 3.75072
Pt 1.03612 0.38123 1.25161
P 1.89141 -1.86199 1.42272
C 4.37705 -2.94629 2.04917
H 1.92133 -3.77449 3.70585
C -1.46581 4.78065 -3.70209
H 6.29579 -3.77553 2.46554
C 3.44290 -1.96015 2.38403
C -2.38249 3.44572 -1.90410
C 2.68252 0.01349 3.84885
H -4.14277 1.71781 0.29973
H -6.54952 2.93866 -2.44712
H -5.28193 3.56602 -0.37023
C 0.11350 -4.90666 3.48034
C 3.21354 -1.27281 -2.33347
O -1.06568 -0.12521 1.56500
C -5.54879 2.56498 -2.24657
H -5.65025 1.60150 -1.75063
C -1.32623 -4.27369 1.65304
H -3.76088 6.08428 -3.46112
C -0.22270 4.19292 -3.48575
H -1.57041 5.53006 -4.47136
H -5.73451 5.33309 -2.07199
C -1.10216 2.87840 -1.67950
H 3.64371 -0.44888 -2.88013
C -1.05685 -5.07968 2.75230
H 3.04469 -0.17911 -0.48500
C 2.09107 -3.41503 -0.93677
C 5.57464 -3.01671 2.73451
C -0.88475 1.87507 -0.63558
C -2.54839 4.42303 -2.92336
C -0.42894 -3.29068 1.28634
C 2.32659 -2.20041 -0.29828
H 3.23856 -2.60127 -4.01147
C 2.88079 -1.12534 -1.00259
C -3.27020 2.06651 -0.23988
H -0.63444 -2.63763 0.44879
H -1.76644 -5.83683 3.04943
O 0.28160 1.42321 -0.47075
C 4.94209 -1.14189 4.10561
H 2.24717 -4.48741 -2.77730
C -3.88491 5.04570 -3.15014
H -5.03161 2.40946 -3.18998
O 2.31634 -0.08061 4.98196
C -2.13882 0.35539 1.10657
H 6.80391 -2.17500 4.27943
C -2.05967 1.48573 0.06561
C 2.98439 -2.48667 -2.96910
H -4.38904 4.53166 -3.97476

---

[2]
20
Properties=species:S:1:pos:R:3 method="wB97M-V/def2-TZVPD" smiles="CC(C)=NO.NCO" homo_lumo_gap_ev=9.8 energy_ha=-419.49781 relative_energy_kcal_mol=94.5 homo_energy_ev=-9.05
C 0.81260 0.55364 0.05192
N -0.08427 1.38057 -0.44332
H -0.87263 1.96277 -2.06192
N -1.66785 -1.87248 -0.45319
H 2.16594 -1.06752 -0.23809
C -1.50541 -0.98735 0.66890
O -2.10299 0.22502 0.58523
H -1.76464 -1.50724 1.59910
H 0.52346 1.51097 1.95352
H -1.59930 -1.35071 -1.32069
C 1.28552 0.93569 1.42915
H -0.33268 -0.73146 0.66073
H 1.25935 -0.61340 -1.69672
H -2.55602 -2.35789 -0.42910
H -1.33907 0.93251 0.12315
H 2.58097 0.40180 -1.13345
H 1.51811 0.04135 2.00512
O -0.27013 1.23958 -1.84875
C 1.75801 -0.23595 -0.80736
H 2.19104 1.54007 1.35576

---

[3]
15
Properties=species:S:1:pos:R:3 method="wB97M-V/def2-TZVPD" smiles="CS[C@H](C)SC=S" homo_lumo_gap_ev=8.5 energy_ha=-1351.74299 relative_energy_kcal_mol=10.4 homo_energy_ev=-8.71
H 1.99498 -0.07380 0.07661
S 0.61724 1.15643 -1.49866
C -0.83033 0.86822 -0.43283
C -0.84236 -1.83677 0.38920
H 0.21803 0.66185 1.47012
H -0.03873 -1.39688 1.01299
C 1.74586 -0.13249 -0.97121
H 1.31933 -1.15023 -1.22251
H -0.32996 2.28409 1.12428
C -0.59808 1.21895 1.03770
H 2.65416 -0.01037 -1.55493
H -1.56796 1.54826 -0.85763
S -1.64782 -0.75825 -0.69766
H -1.50249 1.04677 1.62224
S -1.19188 -3.42577 0.50228